30
Properties=species:S:1:pos:R:3:forces:R:3 method="wB97M-V/def2-TZVPD" molar_mass_g_mol=227.26 homo_energy_ev=-9.00 gap_ev=9.09 relative_energy_kcal_mol=18.7 energy_ha=-746.5435
C 0.092 -3.732 1.812 0.073 0.008 0.012
H -2.475 -1.264 -0.877 -0.089 0.023 -0.039
H -2.688 -0.535 0.711 -0.089 0.056 -0.014
H -0.077 2.914 -4.053 0.004 -0.110 -0.065
C -0.068 3.352 -0.287 0.012 -0.280 -0.090
C -0.074 2.999 -2.974 0.007 -0.284 -0.104
C 1.223 -1.919 0.755 -0.205 0.123 -0.154
C 2.604 -3.617 1.965 0.024 0.043 -0.003
C -0.035 2.053 -0.789 -0.006 0.296 -0.239
N -0.107 4.232 -2.500 -0.012 0.386 -0.341
H 3.073 -2.911 2.649 0.086 -0.012 0.064
C 0.003 0.913 0.170 -0.012 0.397 0.644
C 0.006 -1.423 0.330 0.029 -0.353 0.397
H -0.131 5.430 -0.851 -0.001 0.038 0.126
C -2.499 -1.475 0.191 0.070 0.071 -0.012
C -1.196 -2.057 0.642 0.123 0.220 -0.172
C -0.037 1.871 -2.169 -0.002 0.058 0.248
C -1.123 -3.223 1.388 0.043 0.095 -0.060
H 0.113 -4.642 2.395 0.024 -0.097 0.056
H -0.010 0.880 -2.594 -0.002 -0.051 -0.055
H 3.275 -3.755 1.119 0.088 -0.051 -0.006
H 2.128 -1.387 0.500 0.099 0.074 -0.043
H -0.065 3.512 0.780 0.000 0.038 0.075
O -0.022 -0.267 -0.462 -0.007 -0.479 -0.215
C -0.104 4.402 -1.189 0.002 -0.024 0.336
H -3.319 -2.157 0.401 -0.063 -0.013 -0.001
O 0.044 1.044 1.367 -0.028 -0.085 -0.348
C 1.281 -3.088 1.504 -0.109 0.017 -0.039
H 2.486 -4.569 2.477 0.047 -0.062 0.037
H -2.037 -3.738 1.646 -0.106 -0.041 0.006